ORCA calculation (ωB97M-V/def2-TZVPD) on C41H65BBrIrN5PSeSi as an isolated structure.

Positions of all 117 atoms, in Å:
H: 6.3609 -2.2748 -0.8534
Ir: 0.0438 0.3114 0.3195
H: 5.0913 -1.2646 0.9657
H: 1.1625 1.3842 2.8575
H: -3.9932 -2.7824 -0.3301
C: -3.8166 5.5509 -1.2818
H: 0.1407 -2.6389 2.1342
H: 5.2292 -0.0392 2.3541
C: 0.4628 -4.7228 -2.4801
C: 0.0749 3.2808 1.4998
H: 3.1635 -0.4122 -3.5943
C: 1.3238 0.5641 -2.9032
H: -3.0380 6.2825 -1.5082
C: -2.6699 3.3392 1.8665
C: 2.8152 -3.5738 1.8255
C: 2.2348 -0.0116 -3.9924
H: 4.1085 1.3522 0.4526
C: 4.6274 -2.5859 -2.0866
H: -4.7887 5.0409 -4.1871
C: -1.4135 0.5867 4.9765
H: -1.8113 -3.1782 -0.4938
H: 3.8787 -3.4849 1.6073
H: -3.7740 5.3358 -0.2139
B: -2.2186 1.2989 -4.0087
H: 2.5272 2.1209 3.7028
C: -1.4331 -0.5249 2.9611
H: -2.1071 0.3989 -4.8257
C: 0.0346 -5.0193 -0.0371
C: -0.5337 4.4329 1.9901
C: 2.2685 -2.3538 2.5658
N: -1.1952 1.6086 -1.6153
H: -3.0363 5.1491 -4.4144
P: 2.2009 -0.8048 1.4277
H: 2.4588 2.3847 -2.7300
H: -0.6061 -4.7656 -2.6974
H: 5.1683 -3.0820 -2.8816
H: -5.8222 3.0728 -1.7479
H: -1.3066 1.9804 3.4871
C: 0.1964 -2.6941 -1.0947
H: -4.5514 2.3618 -0.7393
C: 3.1892 -1.3479 -0.0244
H: 3.5967 2.6205 1.5747
H: -2.6604 1.3581 1.1080
H: 0.9359 -4.1247 -3.2597
H: -1.7401 2.3443 -4.4141
H: 1.7742 -4.1224 -0.9219
H: 2.4954 0.7979 -4.6764
C: 2.1360 1.1829 3.2980
H: 1.9997 0.4922 4.1324
H: 0.0559 5.3119 2.2155
C: -0.9318 -0.5212 -2.4872
H: -3.3978 1.4638 -3.7289
H: -4.7810 6.0152 -1.5028
H: -1.6000 -0.5005 6.6571
C: -1.4748 0.9000 -2.6494
C: 4.5714 -1.5434 0.0635
H: -4.9718 -1.5747 -2.8187
H: 4.8592 1.4701 3.1489
H: 0.5472 -5.9821 -0.0035
N: -1.3876 0.4224 6.3199
C: -1.7786 -1.3621 -1.5744
C: 0.5351 -0.4814 -2.0965
H: 2.7969 -1.3503 4.4466
H: 1.4599 2.0520 -1.3191
H: 2.7455 -2.7245 -3.0844
C: 0.6950 -4.1195 -1.0827
H: -3.8628 3.6325 -4.7592
C: -3.9534 -1.6904 -0.3097
C: -3.2686 -1.1307 -1.5532
H: 0.7709 -3.6140 3.4759
H: 4.4027 -0.0377 3.9122
H: -1.5965 1.1972 6.9233
H: -3.4369 -1.3858 0.6010
H: 0.4672 -1.8912 3.6952
C: 5.2925 -2.1369 -0.9548
C: 0.8217 -2.6387 2.9842
H: 2.2959 -3.7590 0.8926
C: -3.8886 -1.7085 -2.8335
C: 4.4768 0.4641 2.9533
N: -1.4929 -0.5130 4.2585
Si: -3.6013 4.0004 -2.3183
H: 1.7324 -0.7853 -4.5757
H: 0.5588 1.1149 -3.4506
N: -1.3222 -0.6642 1.8114
H: 0.0594 -4.5871 0.9616
H: 4.1657 -2.1277 3.6280
C: -3.8471 4.4923 -4.0956
C: -4.8007 2.6844 -1.7511
N: -1.3407 1.8257 4.4899
H: -3.7446 3.3629 1.9910
H: -0.9831 -0.9823 -3.4901
H: 2.4092 1.8041 0.5519
H: -4.9825 -1.3309 -0.2628
C: 2.0951 1.5884 -2.0777
Se: -1.4662 3.4679 -1.6325
Br: -2.7406 5.9971 2.8876
C: -1.1943 -2.4527 -1.0112
H: 2.9464 -3.0999 4.4416
C: 3.3164 1.6591 1.1368
C: -0.6479 2.1250 1.1908
C: -1.9032 4.4454 2.1831
C: 2.5329 -1.7393 -1.2002
H: -4.7636 1.8181 -2.4115
C: 3.2651 -2.3876 -2.1974
H: -3.4323 -0.0502 -1.5821
H: -1.0075 -5.2172 -0.2929
H: -3.5010 -1.2039 -3.7185
C: 1.0560 -1.5749 -1.4295
H: -1.1646 2.6126 5.0890
H: 0.8652 -5.7367 -2.5332
C: 3.1199 0.6312 2.2552
H: 2.6742 -4.4476 2.4672
H: 1.1456 3.3177 1.3571
C: 3.0999 -2.2002 3.8386
H: 2.9593 1.1250 -1.5964
H: -3.6743 -2.7778 -2.9092
C: -2.0383 2.2045 1.3726

Atoms 1-6, force components in eV/Å:
0.01 0.00 0.00
0.44 0.25 0.12
0.02 0.02 0.03
-0.03 0.03 -0.02
0.00 -0.01 0.00
-0.06 0.03 -0.04

Properties
- total charge = 0
- spin multiplicity = 5
- lowest unoccupied orbital energy (alpha / beta) (eV) = 0.00 / -0.94
- orbital gap (alpha / beta) (eV) = 6.4 / 6.2